[1]
Formula: C6H18KO10P
Source: the OMol25 dataset
Level of theory: ωB97M-V with the def2-TZVPD basis set

The calculation puts the calculated total energy at -52596.8088 eV. For the gap between HOMO and LUMO, the calculation gives 1.9 eV. The calculation puts the LUMO energy at 0.1161 Ha. As for the total charge: -2. The highest occupied orbital energy is 1.2 eV. The calculation puts the energy relative to the best compared isomer or geometry (same formula, charge and spin) at 9.734 eV.

XYZ file:
```
36
C6H18KO10P, DFT ωB97M-V with the def2-TZVPD basis set
K -9.52 -1.85 11.58
P -7.00 2.28 9.08
O -7.27 1.05 8.21
O -6.77 2.02 10.63
O -8.34 3.05 9.03
O -5.74 3.02 8.52
C -15.71 -4.26 12.79
C -15.22 -3.43 14.03
O -14.35 -4.09 14.94
O -14.66 -4.89 12.14
H -16.24 -3.68 12.04
H -16.23 -5.12 13.23
H -16.11 -3.21 14.62
H -14.70 -2.57 13.60
H -14.24 -3.44 15.64
H -14.25 -5.41 12.84
C -7.47 -4.38 17.69
C -8.06 -5.39 18.73
O -8.43 -4.89 19.98
O -8.16 -3.18 17.40
H -7.36 -5.01 16.80
H -6.49 -4.13 18.09
H -7.22 -6.07 18.84
H -9.03 -5.84 18.53
H -9.23 -4.39 19.79
H -7.84 -2.59 18.09
C -13.93 0.13 7.52
C -14.32 1.24 8.40
O -13.40 1.37 9.52
O -12.91 0.43 6.65
H -14.85 -0.18 7.02
H -13.45 -0.72 8.01
H -15.35 1.06 8.74
H -14.36 2.16 7.83
H -12.55 1.77 9.34
H -12.11 0.44 7.18
```

Results of the Löwdin charge analysis, in e, for atoms 1 through 8:
1 K -0.062
2 P -0.135
3 O -0.418
4 O -0.388
5 O -0.370
6 O -0.451
7 C -0.260
8 C -0.250

[2]
Formula: C3H12O3
Source: the OMol25 dataset
Level of theory: ωB97M-V with the def2-TZVPD basis set

The calculation puts the calculated total energy at -9443.0824 eV. For the gap between HOMO and LUMO, the calculation gives 7.2 eV. The calculation puts the LUMO energy at -0.0615 Ha. The highest occupied orbital energy is -8.9 eV. The calculation puts the energy relative to the best compared isomer or geometry (same formula, charge and spin) at 4.944 eV.

XYZ file:
```
18
C3H12O3, DFT ωB97M-V with the def2-TZVPD basis set
C 1.47 1.41 0.88
C 1.21 1.39 -0.62
C -0.11 1.40 -1.17
H 0.67 1.92 1.39
H 1.57 0.37 1.21
H 2.41 1.90 1.13
H 2.12 1.42 -1.20
H -0.10 2.01 -2.07
H -0.88 1.70 -0.48
H -2.38 -3.71 0.20
H -1.22 -2.57 0.08
O -1.98 -2.96 0.60
H -0.70 -0.80 0.46
H -1.98 -0.48 1.13
O -1.08 -0.18 1.20
H 0.52 0.33 -0.83
H 0.67 -1.57 -1.15
O -0.21 -1.58 -0.78
```

Results of the Löwdin charge analysis, in e, for atoms 1 through 8:
1 C -0.051
2 C -0.122
3 C 0.096
4 H 0.088
5 H 0.103
6 H 0.089
7 H 0.138
8 H 0.124

[3]
Formula: C4H9N2O
Source: the OMol25 dataset
Level of theory: ωB97M-V with the def2-TZVPD basis set

The calculation puts the calculated total energy at -9309.3035 eV. For the gap between HOMO and LUMO, the calculation gives 9.1 eV. The calculation puts the LUMO energy at -0.1662 Ha. As for the total charge: +1. The highest occupied orbital energy is -13.6 eV. The calculation puts the energy relative to the best compared isomer or geometry (same formula, charge and spin) at 6.712 eV.

XYZ file:
```
16
C4H9N2O, DFT ωB97M-V with the def2-TZVPD basis set
C 2.01 -0.66 -0.73
C 2.02 -0.66 0.76
C -2.86 -0.06 0.07
C 0.83 1.43 -0.02
N 1.31 0.28 -0.01
N -1.46 0.00 0.02
O -0.84 -1.03 -0.18
H 2.91 -0.53 -1.33
H 1.44 -1.37 -1.25
H 1.40 -1.55 1.04
H 2.91 -0.35 1.29
H -3.32 -0.66 0.79
H -3.09 -0.43 -0.86
H -3.15 0.96 0.29
H 0.69 2.15 -0.79
H 0.31 1.86 0.90
```

Results of the Löwdin charge analysis, in e, for atoms 1 through 8:
1 C -0.058
2 C 0.006
3 C -0.036
4 C 0.165
5 N -0.129
6 N -0.081
7 O 0.031
8 H 0.149

[4]
Formula: C4H14Cl3GaNO9P4
Source: the OMol25 dataset
Level of theory: ωB97M-V with the def2-TZVPD basis set

The calculation puts the calculated total energy at -151401.3750 eV. For the gap between HOMO and LUMO, the calculation gives 6.9 eV. The calculation puts the LUMO energy at 0.0812 Ha. As for the total charge: -1. The highest occupied orbital energy is -4.7 eV.

XYZ file:
```
36
C4H14Cl3GaNO9P4, DFT ωB97M-V with the def2-TZVPD basis set
C -2.33 2.85 2.50
C -1.26 1.99 1.85
C 0.06 2.68 1.63
N -1.51 0.78 1.58
Ga -0.86 -0.14 0.09
P 1.29 -1.19 0.37
P 1.54 -1.15 2.51
O 1.52 0.12 3.24
O 0.44 -2.17 3.04
O 2.91 -1.99 2.76
P -2.22 -2.05 -0.33
O -2.52 -2.88 0.85
O -3.56 -1.63 -1.15
O -1.46 -2.95 -1.48
P -0.91 1.31 -1.80
O -0.72 2.75 -1.49
O -2.30 1.01 -2.60
O 0.10 0.80 -2.97
H -3.10 3.06 1.75
H -2.79 2.31 3.33
H -1.94 3.81 2.87
H 0.76 2.05 1.09
H -0.07 3.63 1.10
H 0.50 2.89 2.62
H 2.33 -0.30 -0.01
H 0.42 -3.02 2.58
H 3.62 -1.60 2.25
H -3.62 -2.11 -1.98
H -0.69 -2.49 -1.82
H -3.04 1.36 -2.09
H 0.75 1.50 -3.12
C 3.76 -1.95 -3.44
Cl 2.07 -2.02 -3.00
Cl 3.99 -1.10 -4.98
Cl 4.72 -1.18 -2.17
H 4.13 -2.95 -3.57
```

Results of the Löwdin charge analysis, in e, for atoms 1 through 8:
1 C -0.062
2 C -0.533
3 C -0.083
4 N -0.013
5 Ga 0.104
6 P 0.547
7 P 0.142
8 O -0.334

[5]
Formula: C43H57N7O6PbS2Si4
Source: the OMol25 dataset
Level of theory: ωB97M-V with the def2-TZVPD basis set

The calculation puts the calculated total energy at -126668.0783 eV. For the gap between HOMO and LUMO, the calculation gives 6.0 eV. The calculation puts the LUMO energy at 0.1301 Ha. As for the total charge: -2. The highest occupied orbital energy is -2.5 eV.

XYZ file:
```
120
C43H57N7O6PbS2Si4, DFT ωB97M-V with the def2-TZVPD basis set
Pb -0.77 0.34 0.72
O -2.49 1.97 0.59
C -2.87 2.94 1.34
C -4.02 3.70 0.97
C -4.50 4.73 1.72
C -3.87 5.10 2.92
C -2.75 4.41 3.30
C -2.21 3.35 2.55
C -0.97 2.80 3.04
N -0.29 1.81 2.58
N 0.93 1.64 3.20
C 1.62 0.60 2.83
O 1.25 -0.37 2.07
C 3.04 0.64 3.31
C 3.39 0.85 4.64
C 4.72 0.95 5.00
C 5.72 0.86 4.04
C 5.38 0.68 2.70
C 4.04 0.57 2.34
H -4.51 3.41 0.05
H -5.38 5.28 1.39
H -4.26 5.90 3.53
H -2.24 4.68 4.22
H -0.54 3.31 3.90
H 2.61 0.92 5.38
H 4.98 1.11 6.04
H 6.76 0.95 4.32
H 6.14 0.63 1.93
H 3.78 0.45 1.30
C -5.65 0.83 2.66
Si -4.88 -0.54 1.58
C -5.06 0.02 -0.23
C -6.15 -1.96 1.80
Si -2.67 -1.23 2.02
Si -2.39 -1.29 4.36
C -2.60 0.43 5.15
C -3.54 -2.42 5.38
C -0.64 -1.88 4.83
Si -2.59 -3.52 1.41
C -3.84 -4.77 2.14
C -2.81 -3.70 -0.48
C -0.90 -4.28 1.86
H -6.59 1.18 2.22
H -4.99 1.70 2.75
H -5.86 0.46 3.66
H -6.08 0.35 -0.47
H -4.79 -0.77 -0.93
H -4.38 0.86 -0.40
H -7.17 -1.62 1.65
H -6.07 -2.37 2.82
H -5.95 -2.78 1.11
H -3.58 0.85 4.90
H -1.85 1.11 4.77
H -2.52 0.40 6.24
H -4.59 -2.12 5.27
H -3.29 -2.38 6.44
H -3.47 -3.46 5.05
H 0.11 -1.32 4.26
H -0.51 -2.94 4.58
H -0.43 -1.75 5.89
H -4.87 -4.49 1.91
H -3.75 -4.81 3.23
H -3.67 -5.78 1.75
H -3.84 -3.50 -0.77
H -2.54 -4.70 -0.84
H -2.17 -2.99 -1.00
H -0.92 -4.74 2.85
H -0.13 -3.51 1.87
H -0.58 -5.05 1.14
O 3.81 5.18 -8.48
S 2.75 5.40 -7.51
O 3.22 5.63 -6.15
O 1.68 6.28 -7.95
C 1.89 3.79 -7.42
N 1.81 3.08 -8.54
C 1.15 1.94 -8.46
C 0.60 1.47 -7.28
C 0.74 2.27 -6.16
N 1.37 3.45 -6.25
C 0.27 1.87 -4.81
C -0.34 0.65 -4.56
C -0.75 0.35 -3.28
N -0.61 1.18 -2.25
C -0.03 2.35 -2.48
C 0.43 2.74 -3.73
H 1.07 1.37 -9.38
H 0.09 0.51 -7.25
H -0.50 -0.08 -5.35
H -1.22 -0.60 -3.05
H 0.07 3.00 -1.62
H 0.91 3.70 -3.90
C 3.85 -4.90 0.24
C 4.35 -3.74 1.09
C 4.22 -2.40 0.37
N 2.82 -2.06 0.24
C 2.13 -1.86 -0.88
S 0.48 -2.13 -0.97
N 2.77 -1.47 -2.05
C 3.75 -0.49 -2.18
O 4.43 -0.11 -1.25
C 3.87 0.08 -3.55
C 4.25 1.42 -3.66
C 4.35 2.02 -4.91
C 4.10 1.28 -6.05
C 3.74 -0.06 -5.95
C 3.61 -0.65 -4.70
H 3.97 -5.85 0.77
H 4.41 -4.96 -0.69
H 2.79 -4.77 0.00
H 5.41 -3.89 1.34
H 3.80 -3.70 2.03
H 4.67 -2.47 -0.62
H 4.74 -1.63 0.93
H 2.29 -1.88 1.09
H 2.14 -1.54 -2.84
H 4.46 1.98 -2.76
H 4.59 3.07 -4.99
H 4.18 1.75 -7.02
H 3.55 -0.63 -6.84
H 3.35 -1.70 -4.64
```

Results of the Löwdin charge analysis, in e, for atoms 1 through 8:
1 Pb 1.091
2 O -0.300
3 C -0.396
4 C -0.040
5 C -0.115
6 C -0.133
7 C -0.075
8 C -0.152

[6]
Formula: C6H10O
Source: the OMol25 dataset
Level of theory: ωB97M-V with the def2-TZVPD basis set

The calculation puts the calculated total energy at -8430.5942 eV. For the gap between HOMO and LUMO, the calculation gives 10.3 eV. The calculation puts the LUMO energy at 0.0377 Ha. The highest occupied orbital energy is -9.2 eV. The calculation puts the energy relative to the best compared isomer or geometry (same formula, charge and spin) at 0.646 eV.

XYZ file:
```
17
C6H10O, DFT ωB97M-V with the def2-TZVPD basis set
C -0.28 0.69 2.10
C -0.11 0.61 0.60
C -1.03 1.14 -0.21
C -0.49 -1.37 -1.50
C 0.85 -0.69 -1.35
C 1.09 -0.15 0.06
O -1.02 -2.02 -0.64
H 0.28 -0.08 2.63
H -1.33 0.56 2.37
H 0.03 1.66 2.49
H -0.91 1.15 -1.29
H -1.93 1.59 0.17
H -0.99 -1.25 -2.49
H 0.94 0.10 -2.12
H 1.62 -1.43 -1.61
H 1.30 -0.99 0.74
H 1.99 0.48 0.07
```

Results of the Löwdin charge analysis, in e, for atoms 1 through 8:
1 C -0.060
2 C -0.358
3 C 0.035
4 C -0.290
5 C -0.172
6 C -0.167
7 O 0.057
8 H 0.074

[7]
Formula: C20H20NO12P2Zr
Source: the OMol25 dataset
Level of theory: ωB97M-V with the def2-TZVPD basis set

The calculation puts the calculated total energy at -66999.0712 eV. For the gap between HOMO and LUMO, the calculation gives 8.4 eV. The calculation puts the LUMO energy at 0.0963 Ha. As for the total charge: -1. The highest occupied orbital energy is -5.8 eV. The calculation puts the energy relative to the best compared isomer or geometry (same formula, charge and spin) at 1.148 eV.

XYZ file:
```
56
C20H20NO12P2Zr, DFT ωB97M-V with the def2-TZVPD basis set
Zr 0.52 0.20 0.16
O -2.27 -0.84 -2.59
C -1.13 -0.83 -2.17
O -0.79 -1.03 -0.92
C 0.05 -0.65 -3.14
C 1.27 -1.41 -2.60
C 2.39 -1.50 -3.64
C 2.94 -0.05 -3.65
C 2.02 0.64 -2.64
O 1.80 -0.43 -1.66
C 0.60 0.81 -3.24
C -0.15 1.88 -2.44
O -0.40 2.96 -2.95
O -0.47 1.52 -1.24
H -0.27 -1.02 -4.11
H 1.04 -2.32 -2.07
H 2.00 -1.82 -4.60
H 3.15 -2.21 -3.32
H 2.88 0.43 -4.62
H 3.97 -0.01 -3.31
H 2.42 1.51 -2.13
H 0.65 1.15 -4.27
O 4.17 1.18 2.11
P 2.74 0.58 2.49
O 2.67 -0.04 3.81
O 2.35 -0.20 1.23
O 1.77 1.92 2.48
P 1.87 2.99 1.26
O 0.45 3.72 1.54
O 2.98 3.94 1.38
O 1.72 2.12 0.02
H 4.44 1.89 2.71
H 0.43 4.55 1.03
N -1.01 1.27 1.52
C -2.32 0.75 1.21
C -3.24 1.56 0.58
C -4.48 1.06 0.23
C -4.79 -0.26 0.52
C -3.86 -1.07 1.14
C -2.60 -0.59 1.50
C -1.57 -1.48 2.10
C -2.00 -2.46 3.00
C -1.11 -3.38 3.53
C 0.23 -3.31 3.16
C 0.66 -2.31 2.30
C -0.21 -1.37 1.74
H -0.96 2.28 1.37
H -0.73 1.07 2.47
H -2.96 2.58 0.33
H -5.19 1.69 -0.29
H -5.75 -0.67 0.22
H -4.08 -2.11 1.31
H -3.04 -2.50 3.30
H -1.45 -4.13 4.23
H 0.94 -4.01 3.57
H 1.71 -2.25 2.07
```

Results of the Löwdin charge analysis, in e, for atoms 1 through 8:
1 Zr 1.908
2 O 0.098
3 C -0.569
4 O -0.187
5 C -0.094
6 C -0.235
7 C -0.088
8 C -0.088